Record 1
11
Properties=species:S:1:pos:R:3:nbo_charge:R:1 method="wB97M-V/def2-TZVPD" de_lowest_kj_mol=226.01 spin_multiplicity=1 smiles=Cc1c[nH]nn1 orbital_gap_ev=10.22
C -1.74 -0.24 0.03 -0.649
C -0.23 -0.19 0.06 0.102
C 0.70 0.90 0.02 -0.173
H -2.31 -0.26 0.97 0.232
H -2.11 0.67 -0.56 0.220
H -1.86 -1.28 -0.47 0.246
H 0.68 2.03 -0.27 0.244
H 2.73 0.61 0.10 0.390
N 1.89 0.15 0.14 -0.269
N 1.80 -1.08 -0.08 -0.041
N 0.45 -1.31 0.07 -0.303

Record 2
11
Properties=species:S:1:pos:R:3:nbo_charge:R:1 method="wB97M-V/def2-TZVPD" de_lowest_kj_mol=585.84 spin_multiplicity=1 orbital_gap_ev="7.39 / 7.41"
C -1.79 0.02 0.02 -0.582
C -0.23 -0.16 0.24 0.120
C 0.85 0.58 -0.20 -0.336
N 2.06 -0.14 -0.08 -0.217
N 2.15 -1.28 0.38 -0.175
N -0.30 -1.30 0.78 -0.130
H -2.04 -0.45 -0.93 0.237
H -1.91 1.09 0.01 0.233
H -2.49 -0.36 0.78 0.251
H 0.83 1.59 -0.57 0.222
H 2.89 0.38 -0.43 0.377

Record 3
11
Properties=species:S:1:pos:R:3:nbo_charge:R:1 method="wB97M-V/def2-TZVPD" de_lowest_kj_mol=152.37 spin_multiplicity=1 smiles=Nc1cn[nH]c1 orbital_gap_ev=9.38
N -1.80 -0.51 0.03 -0.819
C -0.46 -0.09 0.05 0.072
C 0.65 -0.86 -0.19 -0.148
N 1.72 0.00 -0.25 -0.341
N 1.38 1.25 0.07 -0.242
C 0.09 1.18 0.38 -0.112
H -2.47 0.19 0.33 0.377
H -2.10 -0.95 -0.83 0.384
H 0.77 -1.89 0.11 0.223
H 2.54 -0.17 -0.82 0.402
H -0.32 1.84 1.13 0.205

Record 4
11
Properties=species:S:1:pos:R:3:nbo_charge:R:1 method="wB97M-V/def2-TZVPD" de_lowest_kj_mol=443.49 spin_multiplicity=1 smiles="[H]/N=C/[C@]1(N)C=N1" orbital_gap_ev=8.43
N 1.87 -0.07 -0.06 -0.804
C 0.51 0.03 0.18 0.113
C -0.35 1.05 -0.18 0.017
N -1.60 0.64 -0.36 -0.702
C -0.91 -1.14 0.21 0.268
N -0.06 -1.08 1.10 -0.409
H 2.37 -0.58 0.66 0.378
H 2.13 -0.41 -0.98 0.375
H -0.01 2.08 -0.29 0.201
H -2.30 1.31 -0.02 0.345
H -1.55 -1.86 -0.27 0.218

no.,DFT total energy (eV)
1,-7660.1131
2,-7656.3837
3,-7660.8763
4,-7657.8591